[1]
Entry from OMol25: C33H43BCoF6N6PS5 as an isolated structure (ωB97M-V/def2-TZVPD).

Computed properties:
* strongest force on any atom: 0.67 eV Å⁻¹
* gap between HOMO and LUMO (spin up / spin down): 0.2419 / 0.2116 Eh
* electronic energy: -5951.24474 a.u.

Geometry as ORCA input:
```
! wB97M-V def2-TZVPD RIJCOSX def2/J DEFGRID3
* xyz 0 3
Co 0.246 -0.413 0.298
C 3.786 -3.960 -1.141
C 3.129 -2.997 -2.076
C 3.504 -2.830 -3.370
C 2.833 -1.894 -4.200
N 1.896 -1.128 -3.720
N 1.548 -1.272 -2.436
B 0.425 -0.319 -1.941
N -0.910 -0.716 -2.593
N -0.972 -0.418 -3.901
C -2.093 -0.626 -4.521
C -3.200 -1.220 -3.849
C -3.133 -1.524 -2.532
C -4.270 -2.106 -1.757
C -1.914 -1.193 -1.864
S -1.731 -1.320 -0.188
C -2.199 -0.204 -5.979
C -3.460 0.656 -6.152
C -2.306 -1.462 -6.851
C -0.984 0.623 -6.397
N 0.845 1.109 -1.995
N 2.217 1.191 -2.128
C 2.787 2.341 -2.115
C 2.039 3.537 -1.864
C 0.699 3.503 -1.780
C -0.103 4.733 -1.508
C 0.014 2.230 -1.952
S -1.642 2.187 -2.027
C 4.268 2.422 -2.461
C 4.888 1.031 -2.591
C 5.031 3.232 -1.404
C 4.363 3.142 -3.817
C 2.057 -2.180 -1.607
S 1.415 -2.321 -0.045
C 3.103 -1.759 -5.697
C 1.940 -2.454 -6.423
C 4.418 -2.428 -6.096
C 3.150 -0.281 -6.098
H 4.621 -4.462 -1.627
H 3.069 -4.709 -0.797
H 4.143 -3.435 -0.253
H 4.322 -3.416 -3.766
H -4.115 -1.413 -4.396
H -5.079 -2.406 -2.421
H -4.649 -1.371 -1.042
H -3.941 -2.970 -1.176
H -4.378 0.082 -6.004
H -3.487 1.059 -7.167
H -3.459 1.494 -5.452
H -3.178 -2.064 -6.582
H -1.417 -2.088 -6.749
H -2.407 -1.179 -7.901
H -0.955 1.570 -5.854
H -1.044 0.834 -7.467
H -0.051 0.103 -6.191
H 2.564 4.476 -1.739
H 0.551 5.601 -1.440
H -0.650 4.618 -0.569
H -0.849 4.893 -2.286
H 4.899 0.515 -1.633
H 5.917 1.134 -2.949
H 4.331 0.420 -3.301
H 4.910 2.802 -0.412
H 4.707 4.275 -1.374
H 6.094 3.229 -1.657
H 3.863 2.567 -4.601
H 5.413 3.264 -4.094
H 3.909 4.135 -3.781
H 1.881 -3.511 -6.149
H 2.076 -2.387 -7.505
H 0.994 -1.980 -6.158
H 4.393 -3.511 -5.948
H 5.265 -2.018 -5.540
H 4.601 -2.250 -7.158
H 2.270 0.252 -5.739
H 3.193 -0.199 -7.186
H 4.037 0.207 -5.686
S -0.802 1.431 1.044
C -0.973 1.177 2.710
C -1.513 2.224 3.504
C -1.660 2.067 4.848
C -1.288 0.852 5.478
C -0.781 -0.177 4.745
C -0.611 -0.052 3.339
S 0.013 -1.348 2.452
H -1.786 3.152 3.018
H -2.058 2.879 5.444
H -1.407 0.745 6.549
H -0.490 -1.107 5.215
F 2.014 0.430 0.657
P 3.120 1.184 1.767
F 2.819 2.559 0.985
F 4.268 0.838 0.695
F 1.881 1.466 2.736
F 3.320 -0.254 2.430
F 4.154 1.882 2.746
*
```

Atom charges from the Mulliken analysis, given in e for atoms 1 to 5: atom 1 (Co): -0.3136, atom 2 (C): -1.9754, atom 3 (C): 0.4923, atom 4 (C): -0.6552, atom 5 (C): -0.6461

=====

[2]
Entry from OMol25: C33H43BN3O4PtS as an isolated structure (ωB97M-V/def2-TZVPD).

Computed properties:
* strongest force on any atom: 0.67 eV Å⁻¹
* gap between HOMO and LUMO (spin up / spin down): 0.1537 / 0.2218 Eh
* electronic energy: -2291.00883 a.u.

Geometry as ORCA input:
```
! wB97M-V def2-TZVPD RIJCOSX def2/J DEFGRID3
* xyz -1 3
Pt 1.107 -1.516 1.127
O 2.921 -1.072 4.810
C 2.572 -1.251 3.645
O 1.432 -1.758 3.265
C 3.517 -0.889 2.531
C 4.689 -0.201 2.760
C 5.576 0.036 1.719
C 5.333 -0.569 0.445
C 6.256 -0.524 -0.612
C 6.035 -1.203 -1.799
C 4.870 -1.945 -1.959
C 3.917 -1.973 -0.949
C 4.113 -1.284 0.250
N 3.164 -1.320 1.261
H 4.880 0.122 3.774
H 6.483 0.611 1.870
H 7.167 0.048 -0.471
H 6.769 -1.161 -2.596
H 4.703 -2.505 -2.872
H 3.000 -2.539 -1.067
C -0.563 -2.549 1.122
C -1.362 -3.466 1.143
C -2.304 -4.548 1.167
C -2.848 -5.047 -0.022
C -3.728 -6.119 -0.002
C -4.084 -6.711 1.204
C -3.552 -6.221 2.391
C -2.671 -5.150 2.375
H -2.558 -4.585 -0.958
H -4.135 -6.500 -0.930
H -4.767 -7.551 1.218
H -3.822 -6.683 3.334
H -2.244 -4.771 3.295
C -1.670 -0.202 -2.652
C -0.327 -0.902 -2.846
C -0.393 -1.800 -4.067
O -0.112 -1.711 -1.678
B 0.739 -1.035 -0.807
O 1.235 0.109 -1.421
C 0.881 0.085 -2.815
C 2.076 -0.442 -3.597
C 0.572 1.497 -3.274
H -2.427 -0.960 -2.439
H -1.964 0.358 -3.544
H -1.622 0.481 -1.799
H -1.219 -2.502 -3.937
H 0.523 -2.377 -4.185
H -0.570 -1.210 -4.971
H 2.341 -1.442 -3.261
H 2.936 0.201 -3.399
H 1.874 -0.456 -4.671
H -0.218 1.958 -2.681
H 0.273 1.495 -4.326
H 1.473 2.106 -3.164
C -0.187 4.513 -1.382
C 0.747 5.180 -0.367
C 0.171 5.302 1.052
C 0.272 4.043 1.906
N -0.558 2.949 1.411
C -0.193 1.645 1.418
S 1.401 1.135 1.670
N -1.174 0.760 1.191
C -2.538 1.086 0.828
C -3.419 1.473 2.020
C -4.655 2.258 1.599
C -5.489 2.720 2.791
H 0.234 4.557 -2.390
H -1.158 5.021 -1.400
H -0.351 3.464 -1.135
H 0.983 6.186 -0.727
H 1.689 4.625 -0.319
H -0.876 5.630 0.993
H 0.715 6.081 1.594
H -0.017 4.276 2.936
H 1.297 3.685 1.924
H -1.543 3.140 1.352
H -0.865 -0.201 1.150
H -2.949 0.208 0.333
H -2.540 1.897 0.090
H -2.830 2.063 2.731
H -3.716 0.564 2.551
H -5.273 1.637 0.941
H -4.347 3.130 1.010
H -5.857 1.866 3.365
H -6.351 3.306 2.467
H -4.892 3.343 3.463
*
```

Atom charges from the Mulliken analysis, given in e for atoms 1 to 5: atom 1 (Pt): 1.7188, atom 2 (O): -0.7911, atom 3 (C): 0.5506, atom 4 (O): -0.7015, atom 5 (C): -0.2323

=====

[3]
Entry from OMol25: C33H43BrN7PS as an isolated structure (ωB97M-V/def2-TZVPD).

Computed properties:
* strongest force on any atom: 0.42 eV Å⁻¹
* gap between HOMO and LUMO: 0.2787 Eh
* electronic energy: -4980.08996 a.u.

Geometry as ORCA input:
```
! wB97M-V def2-TZVPD RIJCOSX def2/J DEFGRID3
* xyz 0 1
C 0.031 5.848 0.558
C 0.104 4.732 -0.478
P -1.353 4.713 -1.612
C -2.622 4.045 -0.465
C -3.923 3.670 -1.192
C -0.898 3.202 -2.548
C -0.712 1.955 -1.859
C -0.299 0.814 -2.463
C -0.081 -0.482 -1.738
C 0.223 -0.305 -0.258
C 1.126 -1.367 0.328
Br -1.461 -0.259 0.769
C -0.064 0.894 -3.862
N 0.336 -0.107 -4.652
S 0.509 0.512 -6.117
N 0.007 2.011 -5.875
C -0.252 2.122 -4.567
C -0.679 3.289 -3.885
H 0.932 5.854 1.174
H -0.042 6.827 0.090
H -0.813 5.706 1.231
H 0.213 3.763 0.018
H 0.978 4.853 -1.120
H -2.798 4.827 0.273
H -2.248 3.187 0.095
H -3.932 4.017 -2.224
H -4.058 2.590 -1.203
H -4.787 4.092 -0.684
H -0.903 1.940 -0.797
H -0.960 -1.116 -1.859
H 0.752 -1.012 -2.199
H 0.652 0.674 -0.064
H 0.628 -2.331 0.410
H 1.446 -1.077 1.328
H 2.023 -1.459 -0.283
H -0.824 4.215 -4.422
N 2.443 3.247 1.793
C 3.788 3.496 1.811
C 4.432 2.304 2.007
C 3.435 1.296 2.114
C 2.218 1.911 1.982
H 1.731 3.942 1.664
H 4.171 4.493 1.680
H 5.499 2.168 2.069
H 3.595 0.243 2.275
H 1.217 1.514 2.008
N 4.212 -5.774 -1.447
C 2.851 -5.715 -1.557
C 2.499 -4.396 -1.680
C 3.699 -3.633 -1.642
C 4.738 -4.512 -1.496
H 4.746 -6.617 -1.342
H 2.253 -6.609 -1.532
H 1.494 -4.018 -1.781
H 3.787 -2.562 -1.714
H 5.798 -4.347 -1.423
N -2.472 -1.636 4.007
C -2.327 -1.943 5.331
C -3.310 -2.838 5.664
C -4.077 -3.078 4.491
C -3.533 -2.322 3.487
H -1.889 -0.999 3.494
H -1.537 -1.507 5.918
H -3.461 -3.275 6.637
H -4.928 -3.732 4.396
H -3.807 -2.217 2.451
N -1.608 2.610 6.149
C -0.738 3.488 5.565
C -0.655 3.171 4.236
C -1.507 2.055 4.011
C -2.082 1.733 5.212
H -1.861 2.607 7.119
H -0.255 4.259 6.140
H -0.048 3.683 3.508
H -1.684 1.547 3.078
H -2.789 0.964 5.474
N 0.839 -5.462 -4.481
C 0.169 -4.980 -5.571
C -0.803 -5.886 -5.903
C -0.714 -6.959 -4.975
C 0.309 -6.666 -4.112
H 1.604 -5.002 -4.016
H 0.437 -4.036 -6.013
H -1.501 -5.791 -6.718
H -1.330 -7.842 -4.945
H 0.699 -7.211 -3.271
*
```

Atom charges from the Mulliken analysis, given in e for atoms 1 to 5: atom 1 (C): -1.3596, atom 2 (C): 0.3933, atom 3 (P): -0.0945, atom 4 (C): -0.1496, atom 5 (C): -1.2235

=====

> What is the strongest force on any atom in the third record?

0.42 eV Å⁻¹

=====

> What is the strongest force on any atom in the third record?

0.42 eV Å⁻¹

=====

> What is the electronic energy in the third record?

-4980.08996 a.u.

=====

What did the second record say?
Entry from OMol25: C33H43BN3O4PtS as an isolated structure (ωB97M-V/def2-TZVPD).

Computed properties:
* strongest force on any atom: 0.67 eV Å⁻¹
* gap between HOMO and LUMO (spin up / spin down): 0.1537 / 0.2218 Eh
* electronic energy: -2291.00883 a.u.

Geometry as ORCA input:
```
! wB97M-V def2-TZVPD RIJCOSX def2/J DEFGRID3
* xyz -1 3
Pt 1.107 -1.516 1.127
O 2.921 -1.072 4.810
C 2.572 -1.251 3.645
O 1.432 -1.758 3.265
C 3.517 -0.889 2.531
C 4.689 -0.201 2.760
C 5.576 0.036 1.719
C 5.333 -0.569 0.445
C 6.256 -0.524 -0.612
C 6.035 -1.203 -1.799
C 4.870 -1.945 -1.959
C 3.917 -1.973 -0.949
C 4.113 -1.284 0.250
N 3.164 -1.320 1.261
H 4.880 0.122 3.774
H 6.483 0.611 1.870
H 7.167 0.048 -0.471
H 6.769 -1.161 -2.596
H 4.703 -2.505 -2.872
H 3.000 -2.539 -1.067
C -0.563 -2.549 1.122
C -1.362 -3.466 1.143
C -2.304 -4.548 1.167
C -2.848 -5.047 -0.022
C -3.728 -6.119 -0.002
C -4.084 -6.711 1.204
C -3.552 -6.221 2.391
C -2.671 -5.150 2.375
H -2.558 -4.585 -0.958
H -4.135 -6.500 -0.930
H -4.767 -7.551 1.218
H -3.822 -6.683 3.334
H -2.244 -4.771 3.295
C -1.670 -0.202 -2.652
C -0.327 -0.902 -2.846
C -0.393 -1.800 -4.067
O -0.112 -1.711 -1.678
B 0.739 -1.035 -0.807
O 1.235 0.109 -1.421
C 0.881 0.085 -2.815
C 2.076 -0.442 -3.597
C 0.572 1.497 -3.274
H -2.427 -0.960 -2.439
H -1.964 0.358 -3.544
H -1.622 0.481 -1.799
H -1.219 -2.502 -3.937
H 0.523 -2.377 -4.185
H -0.570 -1.210 -4.971
H 2.341 -1.442 -3.261
H 2.936 0.201 -3.399
H 1.874 -0.456 -4.671
H -0.218 1.958 -2.681
H 0.273 1.495 -4.326
H 1.473 2.106 -3.164
C -0.187 4.513 -1.382
C 0.747 5.180 -0.367
C 0.171 5.302 1.052
C 0.272 4.043 1.906
N -0.558 2.949 1.411
C -0.193 1.645 1.418
S 1.401 1.135 1.670
N -1.174 0.760 1.191
C -2.538 1.086 0.828
C -3.419 1.473 2.020
C -4.655 2.258 1.599
C -5.489 2.720 2.791
H 0.234 4.557 -2.390
H -1.158 5.021 -1.400
H -0.351 3.464 -1.135
H 0.983 6.186 -0.727
H 1.689 4.625 -0.319
H -0.876 5.630 0.993
H 0.715 6.081 1.594
H -0.017 4.276 2.936
H 1.297 3.685 1.924
H -1.543 3.140 1.352
H -0.865 -0.201 1.150
H -2.949 0.208 0.333
H -2.540 1.897 0.090
H -2.830 2.063 2.731
H -3.716 0.564 2.551
H -5.273 1.637 0.941
H -4.347 3.130 1.010
H -5.857 1.866 3.365
H -6.351 3.306 2.467
H -4.892 3.343 3.463
*
```

Atom charges from the Mulliken analysis, given in e for atoms 1 to 5: atom 1 (Pt): 1.7188, atom 2 (O): -0.7911, atom 3 (C): 0.5506, atom 4 (O): -0.7015, atom 5 (C): -0.2323